{"formula": "C21H32FeN6O3", "method": "the ωB97M-V functional and the def2-TZVPD basis", "elements": ["Fe", "C", "N", "C", "C", "C", "C", "C", "C", "C", "N", "C", "C", "C", "C", "C", "C", "N", "C", "C", "H", "H", "H", "H", "H", "H", "H", "H", "H", "H", "H", "H", "H", "H", "H", "H", "H", "H", "H", "H", "N", "C", "O", "C", "C", "H", "H", "H", "H", "H", "H", "C", "O", "C", "O", "N", "N", "H", "H", "H", "H", "H", "H"], "positions_angstrom": [[0.027637, 0.716586, 0.290468], [1.784903, 0.437676, 2.956413], [1.144633, -0.525637, 2.072909], [0.130849, -1.297354, 2.804068], [2.022459, -1.448314, 1.400653], [3.193544, -1.905751, 1.970125], [3.920597, -2.942020, 1.392369], [3.401898, -3.571949, 0.273886], [2.235467, -3.114468, -0.319439], [1.559400, -1.977700, 0.165205], [0.467024, -1.381939, -0.387851], [-0.042748, -1.605130, -1.629533], [0.601904, -2.147899, -2.758912], [-0.038450, -2.252249, -3.985078], [-1.338518, -1.804671, -4.147723], [-1.982372, -1.213474, -3.063036], [-1.358919, -1.101855, -1.837389], [-1.954304, -0.410218, -0.725748], [-2.544751, -1.331861, 0.242940], [-2.894796, 0.641732, -1.095280], [2.164826, -0.014758, 3.882667], [1.046118, 1.195201, 3.226792], [2.603611, 0.925001, 2.429974], [0.570813, -1.825090, 3.661469], [-0.306302, -2.033488, 2.133330], [-0.655628, -0.632245, 3.158672], [3.550923, -1.464610, 2.893387], [4.836994, -3.288239, 1.851605], [3.914519, -4.427420, -0.149996], [1.817549, -3.658968, -1.152471], [1.641030, -2.437349, -2.699617], [0.489314, -2.682949, -4.828445], [-1.848082, -1.896209, -5.098141], [-2.987346, -0.832987, -3.199529], [-3.428640, -1.835749, -0.171512], [-2.837230, -0.784310, 1.140574], [-1.805658, -2.082047, 0.513559], [-3.851037, 0.249507, -1.467897], [-2.438920, 1.269347, -1.858411], [-3.100710, 1.250243, -0.210636], [0.501420, 1.081166, -3.767016], [0.647610, 1.253500, -2.434628], [-0.294813, 1.644053, -1.736620], [2.027808, 0.994511, -1.864718], [2.027801, 1.419930, -0.417360], [-0.430967, 1.068723, -4.147369], [1.204543, 0.564822, -4.265438], [2.767381, 1.515840, -2.488140], [2.220711, -0.080130, -1.953282], [2.018189, 2.515101, -0.345280], [2.885925, 1.025779, 0.128621], [-3.199563, 3.897554, 3.481340], [-2.868165, 2.567682, 3.092439], [-1.882305, 2.340365, 2.224301], [-1.474836, 1.220596, 2.033299], [-1.340838, 3.412651, 1.575466], [-0.402174, 3.085936, 0.592520], [-3.889848, 3.791612, 4.312187], [-3.699933, 4.441743, 2.676361], [-2.318479, 4.449539, 3.811636], [-1.859474, 4.272240, 1.494651], [0.426797, 3.655114, 0.671534], [-0.778393, 3.105285, -0.348931]], "forces_ev_per_angstrom": [[1.33, -1.09, -0.03], [0.03, 0.02, -0.06], [-0.30, 0.25, -0.02], [-0.08, 0.02, 0.10], [0.06, -0.07, -0.10], [0.02, 0.06, 0.10], [0.01, -0.11, 0.00], [0.07, 0.02, 0.07], [-0.04, 0.10, -0.01], [0.20, -0.14, -0.16], [-0.46, 0.51, 0.37], [0.01, -0.09, 0.04], [0.08, -0.06, -0.03], [-0.10, 0.01, -0.04], [0.01, 0.01, -0.08], [-0.08, 0.02, -0.02], [0.01, 0.07, -0.04], [-0.05, 0.42, 0.10], [-0.06, -0.09, 0.07], [-0.13, -0.14, -0.09], [0.01, -0.01, -0.01], [0.01, -0.01, 0.07], [0.00, 0.00, 0.00], [0.05, 0.01, -0.04], [0.00, 0.01, -0.01], [0.03, -0.02, 0.03], [-0.04, 0.00, 0.00], [0.02, 0.03, -0.03], [-0.04, -0.02, 0.01], [0.08, 0.03, -0.05], [-0.04, -0.06, 0.07], [0.04, 0.00, 0.03], [0.01, -0.02, 0.00], [-0.01, 0.02, 0.06], [0.01, 0.03, -0.02], [0.02, 0.00, -0.02], [0.00, 0.00, -0.02], [-0.03, 0.00, 0.06], [-0.13, -0.05, 0.07], [-0.07, -0.05, 0.02], [-0.12, 0.23, 0.33], [0.56, -0.13, -0.95], [-0.06, 0.20, -0.32], [-0.14, 0.20, 0.24], [-0.78, -0.09, 0.73], [-0.03, -0.09, 0.03], [0.04, -0.02, 0.02], [-0.09, -0.10, -0.22], [0.02, 0.06, -0.05], [0.34, 0.04, -0.06], [0.06, 0.05, -0.08], [-0.04, 0.18, 0.04], [0.07, -0.11, 0.03], [0.16, 0.40, -0.23], [-0.18, -0.73, 0.01], [-0.09, 0.19, -0.07], [-0.25, 0.12, 0.16], [0.00, 0.02, -0.02], [0.00, -0.06, -0.02], [0.02, -0.06, -0.01], [-0.01, 0.03, 0.02], [0.08, -0.05, 0.04], [0.01, 0.12, -0.02]], "charge": 0, "spin_multiplicity": 5, "s2": 6.009, "energy_ev": -71766.02627, "lumo_ev": [0.0, 0.0], "de_lowest_ev": 0.760, "gap_ev": [5.8, 6.0], "homo_ev": [-5.80, -5.96]}